# 1
ORCA calculation (wB97M-V/def2-TZVPD) on C5H8O3 in the gas phase.

Geometry as ORCA input:
```
! wB97M-V def2-TZVPD RIJCOSX def2/J DEFGRID3
* xyz 0 1
C -2.2583 -0.5283 -0.0423
C -0.6580 -0.3861 -0.1528
C 0.1587 1.6916 -0.2247
C 0.1584 -0.0325 1.0954
C 0.4486 -1.2818 0.3018
H -2.7964 -0.7680 -1.0424
H -2.4739 -1.3639 0.5845
H -2.7808 0.4479 0.4219
H 0.7394 2.5196 -0.8944
H -0.7935 2.1734 0.2287
H -0.0673 -0.1909 2.2472
H 0.4106 -2.2564 0.8577
H 1.2033 -0.9012 -1.5879
O -0.1037 0.6076 -1.0819
O 0.8898 1.0879 0.7781
O 1.6467 -1.2502 -0.5311
*
```

Results
lowest unoccupied orbital energy: 0.0297 Eh
orbital gap: 10.03 eV

Results of the Löwdin charge analysis, in e, for atoms 1 through 4: 0.00, -0.33, -0.23, -0.22

# 2
ORCA calculation (wB97M-V/def2-TZVPD) on 18 unconnected molecules or ions with the total composition C2H39O17S.

Geometry as ORCA input:
```
! wB97M-V def2-TZVPD RIJCOSX def2/J DEFGRID3
* xyz -1 1
C 1.4718 -0.3032 1.5848
C 1.6396 -1.7203 2.1073
S 0.3408 -2.9069 1.6037
H 2.3869 0.2168 1.8604
H 0.5459 0.1967 1.8279
H 1.4560 -0.3196 0.5032
H 1.6002 -1.7915 3.2104
H 2.6003 -2.1051 1.7331
H -3.9825 2.2267 -2.7700
H -2.9246 1.9680 -3.6681
O -3.7782 2.4219 -3.7035
H -1.7531 0.6186 0.0338
H -0.9083 -0.6187 0.0849
O -1.7255 -0.2801 -0.3188
H -1.1331 -3.0777 3.3584
H -2.4619 -2.3170 3.3844
O -1.7961 -2.7032 3.9777
H -1.0965 -0.8324 -4.1206
H -0.5236 0.4905 -4.0295
O -0.2360 -0.4088 -4.2554
H -1.8583 0.4040 3.2273
H -2.5067 1.8526 3.2061
O -2.0724 1.1824 2.6774
H 1.9658 -3.4947 -0.9622
H 0.7611 -2.7472 -1.4207
O 1.7299 -2.7650 -1.5491
H 2.6265 0.6698 3.3333
H 2.5493 -0.7472 3.8745
O 2.6314 0.1786 4.1591
H -2.3258 -2.6851 1.2295
H -2.3748 -1.2543 1.5613
O -2.9848 -2.0034 1.4671
H 2.9888 1.3727 -2.4005
H 2.6046 1.1131 -0.9486
O 2.4901 1.8146 -1.6346
H 2.5670 -1.4757 -0.9945
H 3.6244 -1.1854 0.0262
O 3.2021 -0.7283 -0.7099
H 3.0370 -0.5826 -2.7164
H 2.0859 0.1703 -3.6609
O 3.0208 0.0949 -3.4111
H 0.1258 -0.5914 4.3902
H -1.1909 -1.4164 4.5161
O -0.8196 -0.4566 4.5623
H 1.2837 3.0445 -1.1418
H 0.3842 3.4185 0.1354
O 0.5648 3.6298 -0.7836
H -1.3108 -3.0534 -0.5937
H -1.5097 -3.2031 -2.1029
O -0.8985 -3.4628 -1.3997
H -0.1628 2.8374 -3.6116
H 1.1929 2.3936 -3.2989
O 0.4655 2.1236 -3.8830
H -2.0713 3.3576 0.9892
H -1.0478 3.8700 1.9994
O -1.2447 3.8624 1.0537
H -0.9713 3.4239 -1.6777
H -1.2425 4.5326 -2.5953
O -1.4508 3.5923 -2.5270
*
```

Results
lowest unoccupied orbital energy: 0.0795 Eh
orbital gap: 7.10 eV

Results of the Löwdin charge analysis, in e, for atoms 1 through 4: -0.20, -0.71, 0.46, 0.06

# 3
ORCA calculation (wB97M-V/def2-TZVPD) on 2 unconnected molecules or ions with the total composition C6H14O.

Geometry as ORCA input:
```
! wB97M-V def2-TZVPD RIJCOSX def2/J DEFGRID3
* xyz 1 2
C 1.8522 -0.0173 -1.8327
C 1.0610 0.5563 -0.5432
C -0.1884 -0.0925 -0.1417
C -0.1731 -0.7250 1.0731
C -1.3183 -1.5259 1.5147
C -1.2462 -0.0882 -1.1817
H 2.8918 0.2932 -1.6844
H 1.8697 -1.1304 -1.7343
H 1.4525 0.3812 -2.8295
H 0.9684 1.7310 -0.6560
H 1.8571 0.5252 0.2552
H 0.4292 -0.4873 1.9359
H -1.7475 -1.1881 2.4397
H -0.9330 -2.6166 1.6529
H -2.1856 -1.5322 0.8554
H -2.0635 -0.8509 -1.0549
H -1.8153 0.9003 -1.3073
H -0.7577 -0.5208 -2.0923
H 0.2427 1.5206 2.3168
H 0.1178 2.8494 1.3605
O -0.3138 2.0182 1.6538
*
```

Results
lowest unoccupied orbital energy (alpha / beta): -0.1523 / -0.2830 Eh
orbital gap (alpha / beta): 10.79 / 7.83 eV

Results of the Löwdin charge analysis, in e, for atoms 1 through 4: -0.05, -0.21, -0.23, 0.01

# 4
ORCA calculation (wB97M-V/def2-TZVPD) on a molecular structure, C2H3CaO2.

Geometry as ORCA input:
```
! wB97M-V def2-TZVPD RIJCOSX def2/J DEFGRID3
* xyz 2 2
Ca -2.9454 -0.3667 1.1593
C 1.0883 0.1649 -0.3770
C -0.3452 -0.0087 0.1676
O -0.9435 -1.0955 0.0684
O -1.0595 0.9165 0.5951
H 1.6823 0.8079 0.2726
H 1.0061 0.4162 -1.4344
H 1.5170 -0.8345 -0.4517
*
```

Results
lowest unoccupied orbital energy (alpha / beta): -0.3809 / -0.5166 Eh
orbital gap (alpha / beta): 11.51 / 7.44 eV

Results of the Löwdin charge analysis, in e, for atoms 1 through 4: 1.90, 0.11, -0.60, 0.13

Copy entry 4 word for word.
ORCA calculation (wB97M-V/def2-TZVPD) on a molecular structure, C2H3CaO2.

Geometry as ORCA input:
```
! wB97M-V def2-TZVPD RIJCOSX def2/J DEFGRID3
* xyz 2 2
Ca -2.9454 -0.3667 1.1593
C 1.0883 0.1649 -0.3770
C -0.3452 -0.0087 0.1676
O -0.9435 -1.0955 0.0684
O -1.0595 0.9165 0.5951
H 1.6823 0.8079 0.2726
H 1.0061 0.4162 -1.4344
H 1.5170 -0.8345 -0.4517
*
```

Results
lowest unoccupied orbital energy (alpha / beta): -0.3809 / -0.5166 Eh
orbital gap (alpha / beta): 11.51 / 7.44 eV

Results of the Löwdin charge analysis, in e, for atoms 1 through 4: 1.90, 0.11, -0.60, 0.13